Computed, not measured: 10 unconnected molecules or ions with the total composition C30H80O30S10, with ωB97M-V/def2-TZVPD.

XYZ file:
```
150
Properties=species:S:1:pos:R:3:forces:R:3:mulliken_charge:R:1
O -4.4948 3.9535 1.8816 0.8 -1.5 1.9 -0.4347
S -3.8054 3.2660 2.9757 0.1 0.0 1.1 1.1579
O -4.2038 3.3461 4.3958 0.3 0.0 -3.2 -0.6649
O -3.6787 1.6545 2.5156 -0.8 2.0 0.7 -0.0526
C -3.1468 0.6873 3.4610 0.7 -0.2 1.1 0.1204
C -3.8864 0.4079 4.8097 -0.8 1.5 -0.8 -1.3304
C -2.0855 3.8418 2.8822 0.1 -1.2 -0.8 -0.3766
H -2.1042 0.9606 3.6236 0.1 0.1 0.3 0.1050
H -3.0985 -0.2231 2.8636 -0.3 0.0 -0.1 0.0725
H -4.8488 -0.0376 4.5582 0.2 -0.7 0.4 0.4056
H -4.1901 1.3217 5.3205 0.1 0.4 -0.5 0.3196
H -3.3094 -0.0238 5.6276 0.2 -0.9 -0.8 0.3344
H -2.0712 4.9269 2.7794 0.0 -0.2 0.3 0.0897
H -1.6786 3.3823 1.9814 -0.3 0.4 -0.5 -0.0704
H -1.4125 3.3967 3.6151 -0.6 0.5 0.7 0.3324
O -0.6908 4.5044 -1.2252 -0.5 1.2 0.4 -0.4549
S -1.6758 5.5699 -1.2045 -0.5 1.2 -0.4 1.0519
O -3.0540 5.2157 -1.3617 0.2 -0.1 0.0 -0.5486
O -1.5082 6.4243 0.1300 1.1 -0.6 0.6 -0.1950
C -2.3678 7.5424 0.3809 -2.8 0.3 0.7 -0.2842
C -3.0114 7.4915 1.8091 0.4 -1.0 -0.2 -1.1710
C -1.2006 6.8249 -2.4353 0.2 -1.7 0.3 -1.0378
H -3.2095 7.4545 -0.3059 -0.1 0.1 -0.2 0.3994
H -1.9446 8.5285 0.1895 0.8 -0.4 0.0 0.3347
H -3.6858 6.6500 1.9673 0.3 -0.6 -0.6 0.1498
H -3.7333 8.2657 2.0691 0.7 0.8 -0.4 0.4162
H -2.2433 7.3754 2.5738 0.0 0.5 0.1 0.3231
H -0.1384 6.9214 -2.2108 0.0 0.3 -0.5 0.3891
H -1.7247 7.7784 -2.5010 -0.2 -0.3 0.6 0.3420
H -1.4011 6.2316 -3.3275 0.4 0.4 -0.4 0.3445
O -0.9903 -5.8363 0.5707 0.2 -2.6 -2.0 -0.5609
S -0.8681 -7.0139 -0.3376 0.5 2.0 0.1 1.0826
O -0.2708 -8.2457 0.1397 -1.0 1.1 -0.4 -0.5832
O -2.3180 -7.2564 -1.0550 1.5 -0.3 1.4 -0.2963
C -2.8000 -8.6256 -0.9685 -0.2 -1.3 -1.5 -0.3101
C -2.2655 -9.4991 -2.1469 0.5 0.2 1.2 -1.0061
C 0.1153 -6.4232 -1.8094 -1.3 0.2 1.5 -0.7426
H -3.8842 -8.5432 -1.0443 0.1 0.2 0.1 0.3619
H -2.5303 -9.1510 -0.0524 0.0 0.6 0.2 0.3160
H -1.3071 -9.9353 -1.8654 0.2 0.2 0.1 0.3016
H -2.0847 -8.9216 -3.0535 -0.6 -0.2 -0.1 0.2656
H -2.8894 -10.3865 -2.2543 -0.4 0.3 -0.4 0.3714
H 1.1369 -6.4383 -1.4297 0.0 -0.2 -0.4 0.2355
H -0.2481 -5.4015 -1.9192 0.2 0.0 -0.2 0.1664
H -0.1068 -6.9791 -2.7203 0.3 -0.3 0.4 0.4054
O 5.7303 2.4131 -2.2043 -0.9 0.4 1.0 -0.6063
S 5.3657 3.3981 -1.2095 1.8 1.9 -2.1 1.0761
O 4.9900 4.7660 -1.7255 0.5 -3.9 2.3 -0.6064
O 4.3022 2.6946 -0.2096 0.3 1.2 -0.8 -0.0524
C 3.7228 3.6568 0.6745 -2.8 -0.5 2.0 -0.3142
C 2.9408 2.8201 1.7122 0.5 -0.6 0.3 -1.0797
C 6.7964 3.4349 -0.0330 -1.4 0.8 -1.3 -0.7827
H 2.9379 4.2290 0.1798 0.6 0.4 -0.5 0.3196
H 4.3972 4.2932 1.2475 0.5 0.0 -0.7 0.3552
H 3.6392 2.2373 2.3128 0.2 -0.4 -0.2 0.2553
H 2.2418 2.1403 1.2250 0.1 0.0 -0.1 0.0478
H 2.3737 3.3289 2.4916 0.0 0.8 -0.5 0.5546
H 6.8178 2.4481 0.4294 0.1 0.3 0.0 0.0664
H 6.5968 4.2845 0.6200 0.4 -0.3 0.2 0.3489
H 7.6379 3.6240 -0.6996 0.1 0.0 0.3 0.4396
O -8.5358 2.6186 -1.3675 1.4 -1.5 0.8 -0.6239
S -7.3862 2.0264 -0.7063 1.6 1.5 1.1 1.1433
O -7.4234 1.5593 0.6873 -0.2 0.3 -2.6 -0.5768
O -6.7841 0.8727 -1.7046 -0.9 0.4 0.2 -0.3036
C -5.6136 0.1481 -1.3583 1.1 -1.7 0.4 0.1945
C -5.7242 -1.3240 -1.9040 0.6 1.2 1.2 -1.3413
C -5.9853 3.2395 -0.8393 -0.5 -0.3 0.5 -0.7421
H -5.4329 0.0942 -0.2848 -0.7 0.0 0.3 0.5572
H -4.6762 0.6037 -1.6776 -0.4 0.5 -0.8 -0.0590
H -6.3249 -1.8522 -1.1635 -0.8 -0.2 -0.8 0.4600
H -4.7696 -1.8395 -1.7993 0.4 0.3 -0.1 0.2765
H -5.9887 -1.3561 -2.9609 -0.5 -0.2 0.4 0.1831
H -5.0426 2.9105 -0.4023 -0.2 -0.8 -0.1 -0.0092
H -6.2143 4.0663 -0.1670 -0.5 0.1 -0.4 0.5410
H -5.8222 3.5288 -1.8775 -0.4 0.0 0.1 0.2852
O 6.8096 -6.5478 -2.6582 0.0 2.4 0.8 -0.5984
S 6.9452 -5.2939 -1.9040 0.8 -1.0 1.7 1.1179
O 8.3206 -4.7917 -1.5790 -4.2 -0.7 -1.3 -0.5810
O 5.9790 -4.1089 -2.5755 3.6 -0.1 1.3 -0.2700
C 4.7122 -4.4624 -2.9700 -1.6 0.7 -1.3 0.1901
C 4.0367 -3.1808 -3.5418 -0.4 -0.6 1.0 -1.1044
C 6.0086 -5.5024 -0.2542 1.7 0.8 -0.7 -0.6358
H 4.0773 -4.7093 -2.1191 0.1 -0.5 0.2 -0.1028
H 4.7966 -5.3002 -3.6621 -0.4 0.0 -0.1 0.4614
H 3.8368 -2.5318 -2.6892 0.6 0.3 0.1 0.1107
H 3.0094 -3.4504 -3.7867 0.1 -0.2 -0.8 0.3533
H 4.5455 -2.5991 -4.3105 0.0 -0.5 -0.1 0.3953
H 6.3956 -6.4302 0.1673 -0.4 -0.1 -0.2 0.4346
H 4.9262 -5.3758 -0.2730 0.2 -0.5 -0.5 0.1965
H 6.3736 -4.6708 0.3486 0.2 -0.1 -0.1 0.0982
O -3.5218 0.8639 -3.9241 -2.6 1.5 -1.5 -0.5693
S -4.5948 1.5666 -4.7053 2.4 -0.1 -0.8 1.2719
O -5.1294 2.8348 -4.2523 0.4 -1.4 0.1 -0.5956
O -3.9380 1.8788 -6.2286 -2.0 -1.2 1.6 -0.3585
C -2.8652 2.7926 -6.3125 1.3 0.4 0.6 -0.3149
C -3.1814 4.2715 -6.4534 0.0 -0.8 -0.2 -0.9522
C -5.9954 0.4485 -5.1212 0.3 1.1 0.7 -0.9481
H -2.3310 2.5080 -7.2190 -0.1 -0.2 0.0 0.3558
H -2.1876 2.6367 -5.4730 0.1 -0.2 0.1 0.2144
H -2.2298 4.6972 -6.7717 -0.1 0.3 -0.2 0.3871
H -3.4977 4.7859 -5.5460 -0.3 -0.2 -0.2 0.2087
H -3.9051 4.2725 -7.2685 -0.1 0.9 0.1 0.3049
H -6.6516 0.6688 -4.2792 0.0 -0.1 0.2 0.3132
H -5.7865 -0.6213 -5.1266 0.4 0.4 -0.4 0.3325
H -6.5219 0.8571 -5.9837 0.4 -0.2 -0.2 0.3776
O -0.9310 -2.5453 6.1169 1.2 3.0 -1.5 -0.6396
S -0.4261 -1.3950 5.3430 0.3 -0.6 -0.3 1.1833
O -0.8880 -0.0014 5.4859 0.9 -2.5 0.4 -0.5421
O 1.2482 -1.4492 5.4687 -3.4 -1.6 0.5 -0.4331
C 2.0276 -0.5302 4.7594 0.4 0.7 0.8 0.9295
C 2.0141 0.7842 5.4363 0.8 2.2 -0.4 -1.3550
C -0.6252 -1.6940 3.5307 -0.3 0.3 0.9 -0.8187
H 1.6416 -0.3403 3.7579 0.7 -0.8 -0.4 -0.2186
H 3.0321 -0.9313 4.8950 -0.1 -0.3 -1.0 -0.0091
H 1.9687 0.7772 6.5254 -0.5 -0.1 -0.2 0.3637
H 1.3272 1.4469 4.9099 -0.7 0.1 0.9 0.1931
H 2.9496 1.2922 5.2022 0.5 -0.1 0.1 0.4399
H -1.6883 -1.8217 3.3267 0.0 -0.2 0.3 0.4895
H -0.0753 -2.5572 3.1556 0.2 0.2 0.3 0.5695
H -0.3539 -0.7263 3.1086 0.3 -0.3 -0.2 -0.1368
O 4.9184 -2.7880 0.4692 0.5 1.5 1.9 -0.4276
S 5.1406 -1.8683 1.5907 -1.7 0.5 2.3 0.8648
O 4.0979 -1.7493 2.6702 2.0 0.0 -3.1 -0.4533
O 6.4893 -2.2381 2.3804 -0.3 0.0 -0.8 -0.3077
C 6.8710 -1.6347 3.6680 0.7 0.2 0.9 -0.0374
C 6.3493 -2.3848 4.8565 -0.9 -0.6 0.1 -0.9340
C 5.6287 -0.2230 0.9140 -0.7 -1.7 -0.1 -1.1734
H 6.6442 -0.5755 3.7895 -0.2 0.1 -0.8 0.1355
H 7.9511 -1.7543 3.7532 0.0 0.2 -0.9 0.3433
H 6.3308 -3.4205 4.5171 -0.5 -0.2 0.5 0.2819
H 5.3822 -2.0125 5.1945 -0.2 -0.4 -0.3 0.0653
H 6.9756 -2.3531 5.7481 0.4 0.3 -0.3 0.4206
H 4.7914 0.2134 0.3693 -0.1 0.1 0.4 0.3076
H 6.3475 -0.5261 0.1528 0.4 0.4 0.3 0.4858
H 5.9880 0.3678 1.7566 0.1 0.0 -0.3 0.3849
O -2.2143 -0.4071 0.4216 2.9 -0.3 -0.5 -0.4234
S -0.8677 -0.0091 0.0059 -5.0 1.9 -1.7 1.0195
O 0.0775 0.5639 0.8578 1.7 0.1 1.7 -0.3434
O -0.1379 -1.2970 -0.8011 -1.4 0.8 -0.1 0.0602
C 1.1367 -1.6601 -0.3952 -0.3 -2.8 -1.5 0.0436
C 1.4790 -2.9372 -1.1840 1.2 0.3 0.6 -0.6743
C -1.1325 1.2326 -1.4352 1.1 -1.5 -0.5 -0.9378
H 1.0256 -1.9671 0.6448 0.4 0.6 1.0 0.1869
H 1.7614 -0.7797 -0.5460 0.6 0.2 0.4 0.3941
H 1.0408 -3.8438 -0.7668 -0.8 0.3 0.0 0.1567
H 2.5308 -3.1577 -1.0016 0.3 0.4 -0.2 -0.1681
H 1.3086 -2.8575 -2.2576 -0.1 0.1 0.1 0.4827
H -0.9446 0.6483 -2.3360 -0.6 0.0 -0.1 0.4721
H -0.3206 1.9592 -1.4027 -0.2 0.2 0.7 0.3369
H -2.1572 1.5969 -1.3623 0.1 -0.1 0.3 0.2487
```
Positions in Å, forces in eV/Å.

Properties
ΔE to the lowest compared entry with this formula, charge and spin, kJ/mol: 276.7
Net charge: +1
LUMO energy (alpha / beta), eV: -3.0 / -10.1
E, a.u.: -7429.36460
E_HOMO (alpha / beta), eV: -12.473 / -12.471
Frontier orbital gap (alpha / beta), eV: 9.5 / 2.3
<S²>: 0.76
Spin multiplicity: 2